A molecular structure, C27H60B4F16HgN3. Source: the OMol25 dataset; level of theory: ωB97M-V/def2-TZVPD.

Last column: Mulliken charge in e.
Atoms and positions in Å:
Hg  -0.1750  -32.4075  -1.0921  1.725
C  0.0268  -26.3621  -9.6186  -1.374
C  1.5043  -26.6877  -9.1192  -0.239
C  2.2693  -25.4739  -8.9346  -0.715
N  3.5547  -25.6984  -8.0281  0.196
C  2.9921  -25.8242  -6.5683  -0.706
C  4.1091  -25.7210  -5.4790  -0.636
C  5.1514  -24.6008  -5.7098  -0.615
C  5.6052  -24.4580  -7.2096  -0.755
C  4.4542  -24.4288  -8.2361  -0.652
C  4.3680  -26.9782  -8.3247  -1.149
H  -0.6114  -27.2454  -9.5961  0.367
H  -0.0781  -25.9693  -10.6299  0.361
H  -0.4051  -25.6099  -8.9584  0.368
H  2.0600  -27.3976  -9.7320  0.353
H  1.3496  -27.2185  -8.1799  0.273
H  1.7260  -24.6359  -8.4979  0.416
H  2.5597  -25.0991  -9.9161  0.422
H  2.3470  -24.9474  -6.5110  0.407
H  2.3566  -26.7068  -6.4959  0.457
H  3.5632  -25.3975  -4.5927  0.407
H  4.5878  -26.6777  -5.2700  0.348
H  4.7443  -23.6299  -5.4277  0.320
H  6.1064  -24.7057  -5.1948  0.321
H  6.1248  -23.5027  -7.2832  0.433
H  6.2658  -25.2758  -7.4972  0.323
H  3.8905  -23.5380  -7.9590  0.414
H  4.6689  -24.2918  -9.2960  0.433
H  3.7782  -27.8611  -8.0782  0.406
H  5.0805  -27.2115  -7.5335  0.455
H  4.6522  -26.8844  -9.3728  0.362
C  5.0745  -39.4540  -12.0520  -1.393
C  6.2907  -38.5155  -11.8165  -0.166
C  6.4542  -38.2900  -10.2715  -0.831
N  7.6709  -37.3424  -9.9247  0.028
C  7.8474  -37.2936  -8.3668  -0.678
C  6.6613  -36.6603  -7.6484  -0.621
C  6.1650  -35.3722  -8.2750  -0.617
C  6.1385  -35.2987  -9.7802  -0.582
C  7.4430  -35.9374  -10.3514  -0.807
C  9.0258  -37.7949  -10.5059  -0.946
H  4.1642  -38.9909  -11.6712  0.351
H  5.1170  -40.3553  -11.4405  0.357
H  4.9159  -39.8467  -13.0564  0.378
H  6.0236  -37.5686  -12.2858  0.249
H  7.1888  -38.8759  -12.3181  0.318
H  6.7513  -39.2282  -9.8028  0.428
H  5.5336  -37.9371  -9.8068  0.430
H  8.1871  -38.2676  -8.0145  0.435
H  8.6900  -36.6042  -8.3124  0.449
H  5.8488  -37.3716  -7.4999  0.328
H  7.0978  -36.4527  -6.6714  0.418
H  5.1922  -35.1965  -7.8159  0.292
H  6.8551  -34.5998  -7.9353  0.343
H  5.3408  -35.9492  -10.1389  0.263
H  6.0955  -34.2752  -10.1526  0.409
H  7.5349  -35.8599  -11.4348  0.481
H  8.2537  -35.3347  -9.9420  0.516
H  8.9166  -37.8743  -11.5875  0.393
H  9.2336  -38.8219  -10.2055  0.353
H  9.7442  -37.0517  -10.1600  0.425
C  -4.1787  -39.8739  -6.1131  -1.326
C  -3.9500  -38.7830  -7.2226  -0.118
C  -2.5743  -38.1645  -7.2506  -0.797
N  -2.4375  -36.9147  -8.2339  0.153
C  -3.5227  -35.8975  -7.9637  -0.788
C  -3.3117  -34.5177  -8.6194  -0.823
C  -1.9114  -33.9254  -8.3490  -0.766
C  -0.8652  -34.9456  -8.7845  -0.707
C  -1.0124  -36.3082  -8.0483  -0.633
C  -2.5821  -37.4210  -9.6750  -0.989
H  -4.4268  -39.3432  -5.1940  0.356
H  -3.3685  -40.5650  -5.8805  0.362
H  -5.0522  -40.4683  -6.3812  0.360
H  -4.6802  -37.9928  -7.0483  0.192
H  -4.0227  -39.2309  -8.2137  0.304
H  -1.7945  -38.9236  -7.3118  0.477
H  -2.3135  -37.6306  -6.3367  0.419
H  -3.5970  -35.7338  -6.8886  0.577
H  -4.4489  -36.2861  -8.3871  0.436
H  -3.9751  -33.7105  -8.3090  0.414
H  -3.4999  -34.5707  -9.6917  0.334
H  -1.7831  -33.6238  -7.3094  0.374
H  -1.8669  -32.9420  -8.8172  0.399
H  0.1266  -34.5833  -8.5139  0.425
H  -0.8077  -34.9816  -9.8724  0.325
H  -0.7930  -36.2822  -6.9809  0.477
H  -0.3582  -37.0643  -8.4824  0.423
H  -2.3414  -36.6070  -10.3589  0.422
H  -3.5470  -37.8352  -9.9674  0.350
H  -1.8852  -38.2293  -9.8959  0.369
B  2.1745  -33.9052  1.5769  0.451
F  2.3517  -34.2267  0.2807  -0.312
F  2.4168  -32.5903  1.7169  -0.342
F  0.8520  -34.1168  1.9467  -0.370
F  3.0526  -34.5956  2.3058  -0.333
B  -2.9845  -34.9653  -2.1965  0.471
F  -3.8242  -35.9616  -2.6615  -0.374
F  -1.6988  -35.4045  -1.8979  -0.371
F  -2.8223  -34.0192  -3.1144  -0.313
F  -3.4227  -34.4034  -1.0288  -0.357
B  -2.2876  -28.8742  0.1066  0.531
F  -0.9404  -28.8654  -0.1848  -0.392
F  -2.9428  -27.7940  -0.4460  -0.367
F  -2.7461  -29.9727  -0.5376  -0.311
F  -2.4427  -28.9681  1.4645  -0.371
B  1.6381  -31.3647  -4.3081  0.510
F  0.4551  -30.6696  -4.1761  -0.376
F  1.2494  -32.6439  -4.3934  -0.333
F  2.3427  -31.0977  -5.4356  -0.392
F  2.4203  -31.2063  -3.1713  -0.371

Output
HOMO-LUMO gap	3.7	eV
energy	-3079.91806	a.u.
molecular weight	974.604	g/mol
relative energy (zero: lowest compared OMol25 entry of this formula, charge and spin)	0.0	kcal per mole
E_LUMO	-7.13	eV
net charge	+1